A 2-piece molecular cluster, C4H14NO3 overall at a distorted geometry. Source: OMol25; level of theory: ωB97M-V with the def2-TZVPD basis set.

```
22
Properties=species:S:1:pos:R:3:nbo_charge:R:1
C -1.958 -0.540 -0.565 -0.119
O -1.519 -1.801 -0.032 -0.717
C -0.810 0.450 -0.136 -0.045
C 0.259 0.519 -1.170 0.061
C 0.501 -0.714 -2.133 -0.697
O 1.474 0.754 -0.513 -0.743
N -0.070 -0.063 1.230 -0.764
H -1.991 -0.823 -1.752 0.248
H -3.011 -0.192 -0.181 0.214
H -2.080 -1.949 0.632 0.470
H -1.134 1.425 0.009 0.228
H 0.123 1.419 -1.777 0.201
H 0.301 -0.592 -3.221 0.241
H 0.045 -1.718 -1.925 0.240
H 1.606 -0.825 -2.156 0.243
H 1.998 1.425 -1.138 0.504
H 0.871 0.335 1.599 0.509
H 0.262 -1.114 1.133 0.473
H -0.707 0.149 1.984 0.426
H 2.608 1.606 2.986 0.510
H 1.487 1.013 4.008 0.503
O 1.747 1.236 3.118 -0.987
```

## Properties
Orbital gap, Ha: 0.4096
Energy relative to the best compared isomer or geometry (same formula, charge and spin), kJ/mol: 264.7
HOMO energy, eV: -14.37
Net charge: +1